[1]
Formula: C13H11NO2S
Source: the Open Molecules 2025 dataset
Level of theory: the ωB97M-V functional and the def2-TZVPD basis

Geometry as XYZ:
```
28
Properties=species:S:1:pos:R:3:nbo_charge:R:1
O -5.9495 -5.8755 0.8279 -0.3809
N -6.3269 -4.7049 0.5960 0.4972
O -7.2549 -4.1804 1.2519 -0.3809
C -5.6865 -3.9551 -0.4290 0.0235
C -6.0757 -2.6184 -0.6445 -0.1748
C -5.2774 -1.8092 -1.4379 -0.1983
C -4.0616 -2.3239 -1.9579 -0.2017
S -2.9550 -1.2852 -2.7141 0.1538
C -1.5235 -0.6582 -1.5134 -0.3019
C -0.7565 -1.8303 -1.1411 -0.1978
C -0.4581 -2.3019 0.0884 -0.1645
C -0.8946 -1.9134 1.3717 -0.2258
C -1.6688 -0.8346 1.6938 -0.1954
C -2.2124 0.1314 0.8012 -0.2310
C -2.2105 0.2004 -0.5554 -0.1682
C -3.8114 -3.7182 -1.9178 -0.1996
C -4.6043 -4.5310 -1.1230 -0.1739
H -6.9693 -2.2508 -0.1363 0.2555
H -5.5289 -0.7700 -1.6354 0.2343
H -1.0747 -0.0705 -2.3975 0.2427
H -0.3685 -2.3545 -2.0176 0.2202
H 0.2668 -3.1148 0.0831 0.2075
H -0.4822 -2.4879 2.2021 0.2155
H -1.8397 -0.6127 2.7535 0.2161
H -2.6897 0.9967 1.2897 0.2165
H -2.7761 1.0142 -1.0427 0.2231
H -2.9641 -4.1099 -2.4748 0.2337
H -4.3951 -5.5905 -0.9724 0.2550
```

## Properties
Energy relative to the best compared isomer or geometry (same formula, charge and spin): 5.8545 eV
HOMO-LUMO gap: 6.9 eV
Total energy: -1105.22677 a.u.
Net charge: 0
SMILES: O=[N+]([O-])c1ccc(SC2C=CC=CC=C2)cc1

[2]
Formula: C13H11NOS
Source: the Open Molecules 2025 dataset
Level of theory: the ωB97M-V functional and the def2-TZVPD basis

Geometry as XYZ:
```
27
Properties=species:S:1:pos:R:3:nbo_charge:R:1
H 1.4013 -1.8106 1.9349 0.3674
N 1.3055 -0.7921 1.8276 -0.6694
C 0.5529 -0.3140 0.8742 0.3098
C -0.0656 -1.3091 -0.0201 -0.2005
C -1.4729 -1.2938 -0.1606 -0.1657
C -2.0769 -2.1665 -1.0664 -0.2364
C -1.3035 -3.1022 -1.8015 -0.1840
C 0.0742 -3.1612 -1.5461 -0.2603
C 0.7167 -2.2566 -0.6953 0.3174
O 2.0876 -2.3209 -0.5642 -0.6699
C 0.3519 1.1154 0.6227 -0.1842
C 0.3292 1.5333 -0.7330 -0.1099
C 0.1151 2.8978 -1.0428 -0.2459
C -0.0604 3.8303 0.0075 -0.1791
C 0.0441 3.4150 1.3170 -0.2337
C 0.1940 2.0759 1.6721 -0.1082
S 0.3356 1.7185 3.3977 -0.0011
H -2.0628 -0.5384 0.3607 0.2264
H -3.1760 -2.1339 -1.1870 0.2173
H -1.7740 -3.7989 -2.4898 0.2215
H 0.6279 -3.9131 -2.0651 0.2245
H 2.3886 -1.5508 -0.0587 0.4910
H 0.4677 0.8280 -1.5564 0.2191
H 0.1186 3.3245 -2.0449 0.2194
H -0.2041 4.8806 -0.2428 0.2185
H -0.0745 4.1679 2.1070 0.2220
H 1.1597 0.6748 3.1533 0.1941
```

## Properties
Energy relative to the best compared isomer or geometry (same formula, charge and spin): 0.2685 eV
HOMO-LUMO gap: 8.5 eV
Total energy: -1030.14808 a.u.
Net charge: 0
SMILES: [H]/N=C(\c1ccccc1O)c1ccccc1S

[3]
Formula: C13H12BrF6N4O4S2
Source: the Open Molecules 2025 dataset
Level of theory: the ωB97M-V functional and the def2-TZVPD basis

Geometry as XYZ:
```
42
Properties=species:S:1:pos:R:3:nbo_charge:R:1
N 2.0391 3.9678 -3.3164 -0.8268
C 1.5097 2.6172 -2.9739 0.1550
C -0.0188 2.3460 -2.8491 -0.2781
C -0.6285 0.9390 -2.4457 0.2153
N -2.0632 0.8692 -2.3356 -0.4109
C -2.5079 -0.4354 -1.9691 0.0025
C -1.5410 -1.6394 -1.7613 0.0020
N -0.1174 -1.6135 -1.8608 -0.3726
C 0.2989 -0.2745 -2.1916 0.0809
C 1.8641 -0.0268 -2.3047 -0.1987
C 2.4687 1.3783 -2.6698 -0.0462
C 4.0820 1.4939 -2.7080 -0.4460
C 4.5675 1.4705 -1.1506 -0.4162
C 4.0964 2.7711 -0.3205 -0.4591
Br 2.3517 2.5626 0.6133 0.0140
H 1.6139 4.2620 -4.2221 0.3761
H 3.0500 3.9309 -3.5106 0.3644
H -0.7118 3.2511 -3.0415 0.2335
H -3.6359 -0.5932 -1.8245 0.2329
H -2.0221 -2.6567 -1.4990 0.2323
H 2.6297 -0.8703 -2.1098 0.2308
H 4.5463 0.6172 -3.3070 0.2312
H 4.4586 2.4504 -3.2083 0.1980
H 5.7293 1.4900 -1.1328 0.2066
H 4.2311 0.5049 -0.6150 0.2341
H 4.8877 2.9177 0.5145 0.2240
H 4.1560 3.7164 -0.9665 0.2172
C -1.8273 -0.7065 2.0879 0.7073
F -1.8831 0.0592 0.9781 -0.3216
F -0.7697 -1.5364 1.9286 -0.3230
F -1.4972 0.1194 3.1083 -0.3227
S -3.3819 -1.6120 2.3985 2.2194
O -3.5513 -2.4505 1.2218 -0.9413
O -4.3825 -0.5715 2.5555 -0.9250
N -2.9184 -2.3493 3.7249 -1.1868
S -4.0492 -3.2757 4.3436 2.2192
O -4.3825 -4.4738 3.5927 -0.9284
O -5.1839 -2.5926 4.9400 -0.9270
C -3.0861 -3.8874 5.7697 0.7057
F -2.6775 -2.8842 6.5827 -0.3252
F -1.9605 -4.5385 5.3906 -0.3253
F -3.7831 -4.7467 6.5434 -0.3211
```

## Properties
HOMO-LUMO gap: 7.6 eV
Total energy: -4992.01229 a.u.
Net charge: -1

[4]
Formula: C13H12Cl2N2O4S
Source: the Open Molecules 2025 dataset
Level of theory: the ωB97M-V functional and the def2-TZVPD basis

Geometry as XYZ:
```
34
Properties=species:S:1:pos:R:3:nbo_charge:R:1
C -2.5905 2.6811 2.1295 -0.6065
H -3.5803 2.3155 1.8664 0.2100
C -1.6799 1.5246 2.5223 -0.4065
C -1.5229 0.5136 1.3851 -0.0035
H -2.5076 0.1865 1.0303 0.2362
C -0.7503 -0.7230 1.8828 0.6613
O -1.2780 -1.5665 2.5714 -0.6183
N 0.5435 -0.7247 1.5186 -0.6072
H 0.8671 0.0046 0.8983 0.4200
C 1.4224 -1.8557 1.7206 -0.2722
C 1.8647 -2.4217 0.4078 0.2671
C 2.3256 -1.8072 -0.7213 -0.3186
C 2.5614 -2.8402 -1.6616 -0.3129
C 2.2284 -3.9992 -1.0335 0.0847
O 1.8026 -3.7541 0.2165 -0.3899
H 2.2494 -5.0217 -1.3533 0.2040
H 2.9289 -2.7292 -2.6609 0.2269
H 2.4741 -0.7569 -0.8712 0.2252
H 0.8674 -2.6127 2.2803 0.2565
H 2.2899 -1.5373 2.3127 0.2103
O -0.8014 1.1063 0.3012 -0.5061
C -1.3042 1.0187 -0.9256 0.7789
O -2.4138 0.6586 -1.2116 -0.5491
C -0.2675 1.4038 -1.9232 0.0501
N 1.0049 1.2913 -1.6122 -0.5796
S 1.9758 1.6733 -2.8503 0.7225
C 0.6653 2.0350 -3.9174 -0.2948
C -0.5248 1.8288 -3.2515 -0.1418
Cl -2.0650 2.0710 -3.9308 0.0934
Cl 0.8657 2.5504 -5.5197 0.1012
H -2.0918 0.9919 3.3801 0.2306
H -0.6904 1.9009 2.7890 0.2068
H -2.1810 3.2148 1.2747 0.2055
H -2.6876 3.3795 2.9565 0.2158
```

## Properties
Energy relative to the best compared isomer or geometry (same formula, charge and spin): 0.0000 eV
HOMO-LUMO gap: 8.3 eV
Total energy: -2231.63367 a.u.
Net charge: 0

[5]
Formula: C13H12Cl2N2O4S
Source: the Open Molecules 2025 dataset
Level of theory: the ωB97M-V functional and the def2-TZVPD basis

Geometry as XYZ:
```
34
Properties=species:S:1:pos:R:3:nbo_charge:R:1
C 4.8477 2.7236 -0.2349 -0.2687
O 3.7945 1.8823 0.2194 -0.5053
C 3.8882 0.5770 -0.0456 0.7832
O 4.8107 0.0663 -0.6237 -0.5724
C 2.6894 -0.1511 0.4693 -0.1968
C 1.4950 0.5385 0.6634 -0.1361
C 0.3671 -0.1129 1.1084 -0.2808
S -1.1310 0.8391 1.3407 2.3157
O -0.8865 2.2012 0.9922 -0.9084
O -1.7368 0.5715 2.6060 -0.9086
N -2.1126 0.1396 0.1380 -0.4491
N -1.4952 -0.5479 -0.8447 -0.2986
C -2.4456 -0.9872 -1.6442 0.1718
C -2.1420 -1.8057 -2.8452 -0.6392
C -3.7130 -0.5711 -1.1741 -0.3343
C -3.4662 0.1504 -0.0322 0.2045
C -4.3533 0.8649 0.9135 -0.6599
C 0.3966 -1.4763 1.3724 0.0039
Cl -1.0123 -2.2674 1.9038 0.0769
C 1.5755 -2.1831 1.1914 -0.2608
C 2.7152 -1.5263 0.7404 0.0370
Cl 4.1446 -2.4397 0.5528 0.0785
H 5.1007 3.3982 0.5812 0.1961
H 4.4975 3.2960 -1.0951 0.1913
H 5.7132 2.1226 -0.5194 0.2160
H 1.4306 1.5962 0.4626 0.2693
H -1.0679 -1.9407 -2.9305 0.2339
H -2.5167 -1.3127 -3.7408 0.2242
H -2.6231 -2.7794 -2.7674 0.2238
H -4.6661 -0.7771 -1.6162 0.2288
H -4.1733 1.9384 0.8553 0.2357
H -5.3937 0.6622 0.6740 0.2303
H -4.1414 0.5518 1.9345 0.2498
H 1.6100 -3.2412 1.3948 0.2482
```

## Properties
Energy relative to the best compared isomer or geometry (same formula, charge and spin): 0.6425 eV
HOMO-LUMO gap: 9.3 eV
Total energy: -2231.61006 a.u.
Net charge: 0
SMILES: COC(=O)c1cc(S(=O)(=O)n2nc(C)cc2C)c(Cl)cc1Cl

[6]
Formula: C13H12Cl3N5O3S3Ti
Source: the Open Molecules 2025 dataset
Level of theory: the ωB97M-V functional and the def2-TZVPD basis

Geometry as XYZ:
```
40
Properties=species:S:1:pos:R:3:nbo_charge:R:1
Ti 0.8039 0.5907 0.3821 0.9924
N -1.7991 -4.6944 1.4716 -0.7373
C -1.5756 -3.8993 2.5128 0.6859
N -1.8915 -4.2855 3.7391 -0.7162
N -1.0308 -2.6941 2.3853 -0.5846
C -0.5174 -1.9158 1.5805 0.7542
N -0.0054 -1.0560 0.9515 -0.7111
H -2.2354 -5.5960 1.5915 0.4312
H -1.5899 -4.4002 0.5313 0.4296
H -2.3169 -5.1802 3.9270 0.4293
H -1.6912 -3.6817 4.5220 0.4428
Cl 5.0804 1.8239 3.4061 0.1311
C 4.8850 0.3481 2.4165 -0.2299
Cl 5.5196 0.6109 0.7420 0.1107
Cl 5.6425 -1.0696 3.1771 0.1425
C 3.4929 0.1588 2.1536 0.4556
N 2.3924 0.0702 1.8235 -0.3897
O -2.1510 -0.7712 -5.6912 -0.6438
C -2.1591 0.2158 -4.8016 0.7542
O -3.0861 0.9486 -4.6420 -0.5096
C -0.9338 0.3546 -3.9213 -0.0397
C -0.2747 1.5817 -3.8764 -0.1620
C 0.7926 1.7695 -3.0173 -0.1833
C 1.1703 0.7341 -2.1572 -0.2180
S 2.5443 0.9285 -1.0469 0.1002
C 0.5042 -0.5055 -2.1865 -0.2521
C -0.5368 -0.6886 -3.0895 -0.2027
H -1.3042 -1.2247 -5.7961 0.4991
H -0.5979 2.3728 -4.5354 0.2580
H 1.3539 2.6937 -3.0216 0.2505
H 0.9009 -1.3485 -1.6064 0.2459
H -1.0344 -1.6456 -3.1535 0.2354
C -1.3721 4.5160 2.5778 -0.2776
O -1.6927 3.6277 1.5099 -0.4195
C -0.8384 2.7652 1.0901 0.1433
S 0.7599 2.6116 1.6904 0.0296
S -1.2833 1.7091 -0.1713 0.0865
H -2.1187 5.3075 2.5465 0.2416
H -0.3701 4.9278 2.4530 0.2110
H -1.4363 3.9902 3.5332 0.2162
```

## Properties
Energy relative to the best compared isomer or geometry (same formula, charge and spin): 0.6201 eV
HOMO-LUMO gap: 7.0 eV
Total energy: -4426.23444 a.u.
Net charge: +2

[7]
Formula: C13H12ClN5
Source: the Open Molecules 2025 dataset
Level of theory: the ωB97M-V functional and the def2-TZVPD basis

Geometry as XYZ:
```
31
Properties=species:S:1:pos:R:3:nbo_charge:R:1
C 0.5523 -0.1529 4.5975 -0.6480
C 1.0330 -0.5664 3.2446 0.2879
C 0.3144 -0.1753 2.0999 -0.4021
C 0.7590 -0.5667 0.8502 0.4523
N 0.2436 -0.2843 -0.3719 -0.6037
C -1.0013 0.2534 -0.6957 0.2352
C -2.1275 -0.0196 0.0738 -0.2650
C -3.3532 0.5118 -0.2793 -0.1864
C -3.4703 1.2999 -1.4084 -0.2411
C -2.3482 1.5474 -2.1850 -0.0079
Cl -2.5514 2.5209 -3.6035 0.0067
C -1.0959 1.0440 -1.8523 -0.0861
C 0.1267 1.3162 -2.6738 -0.6480
N 1.9034 -1.2885 0.8428 -0.2030
N 2.5719 -1.7596 -0.2192 -0.3561
C 3.6021 -2.3723 0.3343 0.1891
N 3.6538 -2.3356 1.6675 -0.4898
C 2.5800 -1.6455 2.0122 0.5017
N 2.1311 -1.2904 3.2028 -0.4682
H 0.4892 0.9318 4.6597 0.2247
H -0.4395 -0.5604 4.7857 0.2242
H 1.2417 -0.5205 5.3507 0.2420
H -0.5594 0.4451 2.1977 0.2360
H 0.8551 -0.5458 -1.1369 0.4350
H -2.0461 -0.6716 0.9284 0.2247
H -4.2243 0.2995 0.3204 0.2216
H -4.4227 1.7148 -1.6961 0.2298
H 0.9476 1.6479 -2.0397 0.2280
H 0.4423 0.4160 -3.2031 0.2225
H -0.0741 2.0865 -3.4118 0.2435
H 4.3463 -2.8657 -0.2578 0.2005
```

## Properties
Energy relative to the best compared isomer or geometry (same formula, charge and spin): 0.0000 eV
HOMO-LUMO gap: 9.0 eV
Total energy: -1236.59238 a.u.
Net charge: 0
SMILES: Cc1cc(Nc2cccc(Cl)c2C)n2ncnc2n1

Number 1: LUMO energy -0.0394 Ha, highest occupied orbital energy -8.02 eV. Number 2: LUMO energy 0.0008 Ha, highest occupied orbital energy -8.48 eV. Number 3: LUMO energy 0.0474 Ha, highest occupied orbital energy -6.30 eV. Number 4: LUMO energy -0.0149 Ha, highest occupied orbital energy -8.71 eV. Number 5: LUMO energy -0.0074 Ha, highest occupied orbital energy -9.50 eV. Number 6: LUMO energy -0.2743 Ha, highest occupied orbital energy -14.51 eV. Number 7: LUMO energy 0.0175 Ha, highest occupied orbital energy -8.52 eV.